1.
31
Properties=species:S:1:pos:R:3:forces:R:3 method="wB97M-V/def2-TZVPD" spin_multiplicity=1 homo_energy_ev=-4.1 gap_ev=7.0 lumo_energy_ev=2.8581 charge=-1 energy_ha=-3150.59952
C -0.3920 1.4596 -3.8596 0.299 0.170 0.248
C 1.0002 1.4839 -3.5754 -0.480 0.653 0.460
C 1.1864 1.9855 -2.2614 -0.771 0.227 -0.452
C -0.1086 2.2569 -1.7012 0.549 0.082 -0.745
C -1.0956 1.9264 -2.7156 0.535 -0.036 0.026
In -0.6528 -0.1153 -1.2038 -0.490 3.119 0.876
N -2.0758 -1.4949 -1.9455 3.231 -0.962 0.849
C -0.3421 -2.2348 -1.8603 -2.318 -4.476 -2.056
C 0.9293 -1.5618 -1.6034 -0.110 1.720 0.511
H 2.1378 2.2057 -1.7793 -0.269 -0.242 -0.067
H 1.7918 1.2351 -4.2756 -0.125 -0.122 0.156
H -0.3063 2.8236 -0.7880 0.072 -0.441 -0.337
H -2.1616 2.1640 -2.6511 0.426 -0.254 -0.013
H -0.8398 1.2029 -4.8219 0.113 -0.101 0.440
H 1.5107 -1.3409 -2.4951 0.100 0.087 0.330
H -0.4671 -3.0712 -1.1581 -0.375 0.237 -0.152
H -2.4139 -1.9802 -1.0942 -0.037 0.400 -0.359
H 1.4599 -1.8952 -0.7170 0.123 0.071 -0.149
H -0.3126 -2.6705 -2.8703 -0.411 0.086 0.274
Se -1.5959 0.8751 1.0932 -0.401 0.131 -0.306
C -0.5654 0.2692 2.5359 0.535 -0.382 0.911
C -1.1495 0.3044 3.8277 0.446 -0.171 -0.343
C -0.4641 -0.1969 4.9300 0.377 -0.031 -0.246
C 0.8257 -0.7315 4.7774 -0.187 0.108 -0.207
C 1.4255 -0.7363 3.5103 -0.218 0.112 0.194
C 0.7522 -0.2251 2.3983 -0.523 0.051 0.348
H -2.1510 0.7206 3.9450 0.244 -0.162 -0.071
H -0.9368 -0.1716 5.9126 0.135 -0.024 -0.198
H 1.3558 -1.1350 5.6410 -0.113 0.097 -0.233
H 2.4318 -1.1423 3.3919 -0.240 0.119 0.020
H 1.2238 -0.2094 1.4134 -0.114 -0.068 0.290

=====

2.
83
Properties=species:S:1:pos:R:3:forces:R:3 method="wB97M-V/def2-TZVPD" spin_multiplicity=1 homo_energy_ev=-11.5 gap_ev=6.0 lumo_energy_ev=-5.5038 charge=+1 energy_ha=-7612.92634
C 0.7570 -2.0825 1.9625 -1.317 -0.399 -0.527
C 0.4381 -1.5242 0.4951 0.167 -0.506 1.024
C 1.7475 -0.9191 -0.1976 -0.120 -2.781 0.626
Br 3.2976 -0.6540 1.0416 -0.664 0.429 -0.844
N 1.5254 0.2196 -1.1061 -0.221 1.583 -1.184
C 0.8606 1.3937 -0.6785 0.074 1.826 -2.499
C 0.3280 1.6870 0.7446 -1.369 0.793 0.806
F 0.8561 1.0304 1.8144 -0.486 0.098 -1.795
F -1.0703 1.4583 0.7143 1.883 -0.137 0.153
C 0.4209 3.2448 1.1878 -0.041 0.746 2.258
F 1.5842 3.8423 0.8040 -1.891 -0.690 -0.108
F 0.4388 3.2750 2.5802 -0.065 -0.207 -2.140
F -0.7095 3.9492 0.8542 2.126 -0.873 -0.293
C 0.5933 2.4914 -1.6327 0.946 -1.569 -1.122
C 1.0388 2.4466 -3.0588 0.837 -3.063 2.407
C 1.7683 1.2228 -3.4288 -0.446 1.386 2.370
P 2.3643 1.0710 -5.2110 -1.718 -1.380 -1.444
S 0.9904 0.0836 -6.2131 0.109 0.249 0.708
C 1.9838 0.1379 -2.4166 0.029 1.120 -2.246
C 2.7761 -1.0596 -3.0027 1.432 -0.892 0.661
C 4.2442 -1.1384 -2.8168 -1.766 -2.729 -1.575
C 4.7932 -2.3623 -3.4164 -1.656 1.318 0.394
C 3.9048 -3.3049 -4.0883 1.010 -0.720 -0.290
N 2.5494 -3.2539 -4.3216 2.620 3.075 2.351
C 2.0793 -2.1012 -3.7445 -1.435 0.718 0.222
H 0.9951 -1.2754 2.6969 0.012 -0.845 -0.711
H 1.5251 -2.9065 1.9293 -0.600 1.144 0.074
H -0.2018 -2.5904 2.2954 1.072 0.636 -0.254
H -0.4410 -0.8303 0.5086 0.966 -0.418 0.066
H 0.0850 -2.4437 -0.0672 0.633 1.265 0.162
H 2.1193 -1.8277 -0.7590 -0.242 1.717 0.034
H 0.0348 3.4199 -1.3444 0.654 -1.229 0.101
H 0.8704 3.2715 -3.7913 0.051 -0.766 0.895
H 2.4394 2.3611 -5.8340 0.571 -0.266 1.082
H 3.5962 0.3608 -5.3141 -0.086 0.889 0.622
H 4.8639 -0.3907 -2.2701 -0.689 -0.711 -0.538
H 5.8899 -2.5718 -3.3564 -1.258 0.113 -0.121
H 4.3991 -4.2374 -4.4901 -0.563 1.168 0.457
H 0.9675 -1.9447 -3.8706 1.337 -0.166 0.162
C -4.2922 0.7660 1.4853 -0.009 0.477 -0.311
C -4.6803 1.4941 2.7591 0.464 -0.185 0.305
O -6.0770 1.2420 2.9149 -0.105 -0.379 -0.584
S -6.4216 -0.2226 2.3213 0.115 0.267 -0.059
O -6.4489 -1.1499 3.4022 -0.098 0.104 -0.387
O -7.4883 -0.0922 1.3938 0.189 -0.138 0.460
O -5.0445 -0.4472 1.5022 -0.252 0.044 0.591
H -4.5845 1.3362 0.5994 0.038 0.026 0.040
H -3.2257 0.5515 1.4418 -0.139 -0.228 0.049
H -4.4860 2.5639 2.7030 -0.286 -0.028 0.001
H -4.1621 1.0762 3.6269 0.059 0.042 -0.050
C 2.1485 2.2235 5.3414 -0.364 -0.147 -0.303
C 1.4841 1.5300 6.5167 -0.054 0.522 0.335
O 2.2680 0.3573 6.7417 0.443 -0.006 -0.630
S 3.8084 0.6669 6.3595 -0.209 0.080 0.143
O 4.5102 0.9883 7.5525 0.035 -0.190 -0.521
O 4.2545 -0.3319 5.4458 -0.107 0.273 0.417
O 3.5503 2.0388 5.5407 -0.042 -0.318 0.476
H 1.8731 1.7495 4.3951 -0.045 0.021 0.025
H 1.9070 3.2848 5.2980 0.244 -0.025 0.055
H 0.4476 1.2662 6.3129 0.138 -0.240 0.027
H 1.5311 2.1466 7.4180 -0.057 0.030 -0.069
C 1.5986 0.3319 -11.2882 -0.111 0.203 -0.628
C 3.1003 0.3447 -11.4982 0.021 -0.678 0.014
O 3.5693 1.4488 -10.7194 -0.591 0.368 0.432
S 2.6283 1.6181 -9.4192 -0.141 -0.454 -0.788
O 3.2672 0.9719 -8.3170 -0.152 0.551 -0.054
O 2.1741 2.9648 -9.3626 0.362 -0.314 0.384
O 1.4111 0.6814 -9.9136 0.731 0.136 0.387
H 1.1061 1.0894 -11.9026 0.028 -0.049 -0.004
H 1.1611 -0.6431 -11.4968 -0.018 0.050 0.273
H 3.3734 0.4680 -12.5445 0.073 0.253 0.139
H 3.5625 -0.5655 -11.1072 -0.041 0.000 -0.068
C -5.8632 -2.5578 6.4388 -0.462 -0.196 -0.348
C -6.7833 -2.0046 7.5104 0.162 0.554 -0.131
O -6.5762 -2.8493 8.6445 0.479 -0.502 -0.244
S -5.0424 -3.3611 8.6517 -0.267 0.173 -0.169
O -4.2934 -2.5258 9.5282 -0.024 -0.421 -0.236
O -5.0425 -4.7790 8.7552 0.067 0.429 0.201
O -4.6753 -2.9518 7.1309 -0.109 0.184 0.661
H -6.2937 -3.4451 5.9680 -0.023 0.070 -0.015
H -5.6307 -1.8197 5.6733 0.165 -0.084 0.109
H -7.8286 -2.0159 7.2074 0.034 -0.196 0.194
H -6.4976 -0.9868 7.7904 -0.036 -0.007 -0.069

=====

3.
7
Properties=species:S:1:pos:R:3:forces:R:3 method="wB97M-V/def2-TZVPD" relative_energy_ev=2.170 spin_multiplicity=3 homo_energy_ev="-8.3 / -10.6" gap_ev="7.6 / 6.5" lumo_energy_ev="-0.6327 / -4.1183" energy_ha=-2926.49883
C 1.2063 -0.7330 -0.1283 4.492 -4.249 2.112
N 1.7015 -1.7036 0.2744 -0.605 -0.765 -1.024
N -0.8067 -0.3730 -0.0983 -3.720 -5.978 0.789
N -0.2776 0.7643 -0.0881 5.315 6.358 -2.699
O 1.2141 0.5137 -0.1374 -2.230 2.717 -0.762
O -0.4920 1.9189 0.2040 -1.908 1.875 1.533
Br -2.5456 -0.3873 -0.0262 -1.344 0.041 0.051

=====

4.
42
Properties=species:S:1:pos:R:3:forces:R:3 method="wB97M-V/def2-TZVPD" spin_multiplicity=1 homo_energy_ev=-9.1 gap_ev=8.2 lumo_energy_ev=-0.9389 smiles="N=P(O)(O)C1=CC(=O)c2ccc(CON=O)cc2C1=O.C1CCOC1" energy_ha=-1559.24438
N -0.2879 4.6948 2.9672 -0.460 -0.136 -0.167
P -1.6914 4.3363 2.3757 2.352 0.316 1.221
O -2.6401 3.7804 3.5783 -0.517 0.072 -1.190
O -2.3483 5.6085 1.6876 -0.673 -0.942 0.102
C -1.4311 3.0079 1.1619 -1.051 0.952 -0.219
C -1.7047 1.7660 1.5371 0.326 -0.692 -0.408
C -1.4325 0.6463 0.5544 0.122 -0.070 0.182
O -2.1410 -0.3328 0.4866 0.395 0.289 0.151
C -0.2220 0.8768 -0.3141 -0.771 0.112 0.429
C 0.6109 -0.1383 -0.7016 -0.347 -0.758 0.055
C 1.7165 0.1679 -1.4645 0.180 -0.979 0.286
C 1.9881 1.4592 -1.8314 1.302 0.474 -0.726
C 3.2589 1.7438 -2.6444 -1.280 0.059 -0.052
O 3.5508 0.6159 -3.4802 0.480 -0.057 0.609
N 2.5517 0.5225 -4.4691 -0.449 0.071 0.040
O 2.2554 -0.5880 -4.6505 0.285 0.005 -0.334
C 1.1514 2.4937 -1.4623 0.453 0.063 -0.343
C 0.0627 2.1735 -0.7058 -1.296 1.217 0.844
C -0.8790 3.2581 -0.2294 0.015 0.157 -0.208
O -1.1916 4.2184 -0.8995 0.362 -0.496 0.565
H -0.2533 4.5382 3.9678 0.357 0.181 -0.022
H -2.0642 3.2965 4.1807 -0.086 0.024 0.146
H -2.0860 6.3475 2.2595 0.028 0.157 -0.192
H -2.0818 1.5231 2.5253 -0.322 -0.122 -0.278
H 0.3858 -1.1565 -0.4017 0.089 -0.003 -0.012
H 2.3830 -0.6419 -1.7362 0.043 0.149 -0.140
H 3.0553 2.6183 -3.2721 0.367 0.022 0.104
H 4.0843 1.9101 -1.9536 0.238 -0.091 -0.408
H 1.3728 3.5192 -1.7363 -0.167 -0.035 -0.015
C -0.6129 -5.5028 1.1421 -0.184 0.025 0.086
C -0.7575 -5.5100 -0.3739 0.185 -0.078 -0.081
C -0.8033 -4.0231 -0.6893 -0.208 0.138 0.023
O -0.0135 -3.3681 0.3117 -0.005 -0.165 -0.008
C 0.2813 -4.2929 1.3642 0.199 0.024 -0.051
H -0.1918 -6.4213 1.5486 0.024 0.016 -0.010
H -1.5878 -5.3390 1.6076 0.022 -0.006 0.016
H 0.1266 -5.9633 -0.8292 -0.024 -0.002 -0.014
H -1.6358 -6.0462 -0.7300 -0.012 0.032 0.011
H -1.8240 -3.6328 -0.6246 -0.009 -0.024 -0.058
H -0.4051 -3.7894 -1.6776 0.047 0.069 0.041
H 1.3403 -4.5633 1.2922 -0.005 -0.051 0.075
H 0.1107 -3.8133 2.3287 -0.003 0.083 -0.047

=====

5.
19
Properties=species:S:1:pos:R:3:forces:R:3 method="wB97M-V/def2-TZVPD" relative_energy_ev=6.685 spin_multiplicity=1 homo_energy_ev="-8.4 / -8.4" gap_ev="8.4 / 8.4" lumo_energy_ev="0.0381 / 0.0383" energy_ha=-402.13247
C 1.4943 -0.9084 -1.8907 -0.146 0.026 0.073
C -0.1423 -0.6163 -0.1602 0.668 -0.146 0.510
C -0.5735 -1.8805 -0.1927 0.040 0.187 -0.133
O 0.8038 -0.0582 -0.9803 0.126 -0.174 -0.073
H 0.4500 -0.2718 1.1377 -0.687 0.253 -0.511
H 2.0244 -1.7068 -1.3615 -0.068 0.039 0.013
H 2.2143 -0.2792 -2.4101 -0.055 -0.031 0.000
H 0.8021 -1.3520 -2.6130 0.039 0.023 0.036
H -1.3918 -2.1445 0.4625 0.052 0.009 0.115
H -0.2272 -2.6326 -0.8885 -0.003 0.022 -0.103
C 0.2955 1.8172 1.4588 0.349 -0.860 -0.247
N -0.9892 1.6391 1.1774 -0.376 -0.514 -0.252
C -1.5308 0.7207 0.1007 -0.375 0.795 0.643
O -2.6326 0.2346 0.3729 0.370 0.048 -0.087
H -1.6345 1.6210 1.9626 0.055 -0.060 -0.082
H -1.2942 1.1822 -0.8747 0.130 -0.237 0.028
H 0.5549 2.3541 2.3648 -0.022 -0.151 -0.009
H 0.8125 0.3754 1.7232 -0.116 0.644 0.050
H 0.9642 1.9060 0.6111 0.019 0.128 0.027

=====

6.
13
Properties=species:S:1:pos:R:3:forces:R:3 method="wB97M-V/def2-TZVPD" relative_energy_ev=3.224 spin_multiplicity=1 homo_energy_ev=-12.2 gap_ev=7.9 lumo_energy_ev=-4.3712 charge=+1 energy_ha=-1135.10496
C 1.1322 -0.3703 0.4599 -1.205 -1.491 1.224
C -2.2196 -0.6960 0.5612 -0.738 -0.410 0.275
N -0.0090 -0.8484 0.1008 2.655 0.454 -3.870
N -1.4736 0.8670 -0.9503 0.266 1.365 -2.451
O -1.1135 -1.1606 0.8318 2.451 -0.999 3.129
O -2.4993 0.2099 -0.2459 -2.181 0.610 -0.419
S 3.9218 0.2611 0.4370 0.715 -0.271 1.103
S 2.3732 -0.2481 -0.8346 -1.047 0.078 0.535
H -3.0020 -1.1978 1.1095 -0.568 0.255 -0.083
H 1.4144 -0.2791 1.5279 0.058 0.569 -0.589
H -1.7009 0.6463 -1.9912 0.414 0.760 2.327
H -1.6696 1.8689 -0.7302 -0.005 -0.927 -0.668
H 4.8459 0.9470 -0.2760 -0.815 0.005 -0.513